{
  "formula": "C40H96AsF6NO24P4S4",
  "method": "ωB97M-V/def2-TZVPD",
  "total_charge": 0,
  "relative_energy_kj_mol": 0.0,
  "symbols": ["N", "H", "H", "H", "H", "As", "F", "F", "F", "F", "F", "F", "C", "C", "C", "S", "O", "O", "C", "H", "H", "H", "H", "H", "H", "H", "H", "C", "C", "C", "S", "O", "O", "C", "H", "H", "H", "H", "H", "H", "H", "H", "C", "C", "C", "S", "O", "O", "C", "H", "H", "H", "H", "H", "H", "H", "H", "C", "C", "C", "S", "O", "O", "C", "H", "H", "H", "H", "H", "H", "H", "H", "C", "C", "O", "P", "O", "O", "C", "C", "O", "C", "C", "H", "H", "H", "H", "H", "H", "H", "H", "H", "H", "H", "H", "H", "H", "H", "C", "C", "O", "P", "O", "O", "C", "C", "O", "C", "C", "H", "H", "H", "H", "H", "H", "H", "H", "H", "H", "H", "H", "H", "H", "H", "C", "C", "O", "P", "O", "O", "C", "C", "O", "C", "C", "H", "H", "H", "H", "H", "H", "H", "H", "H", "H", "H", "H", "H", "H", "H", "C", "C", "O", "P", "O", "O", "C", "C", "O", "C", "C", "H", "H", "H", "H", "H", "H", "H", "H", "H", "H", "H", "H", "H", "H", "H"],
  "positions_angstrom": [[-2.751776, -5.187918, 12.514790], [-2.591882, -5.169336, 11.507698], [-3.674159, -5.667931, 12.595817], [-2.828142, -4.272390, 12.966193], [-1.994102, -5.692087, 12.964815], [-3.201055, -1.994481, 9.748555], [-2.947228, -3.644555, 10.284060], [-1.841088, -1.533347, 10.733543], [-3.430206, -0.355232, 9.118626], [-4.534498, -2.532761, 8.764700], [-4.347560, -1.668673, 11.043314], [-2.112737, -2.210492, 8.401174], [-5.429484, 0.242565, 6.186432], [-6.436205, 1.411662, 6.179704], [-5.865992, 2.512309, 5.287934], [-4.029099, 2.471416, 5.550919], [-3.653530, 3.510156, 6.468490], [-3.326422, 2.291788, 4.295345], [-4.067631, 0.878905, 6.436153], [-5.390290, -0.242844, 5.208736], [-5.648799, -0.518567, 6.933766], [-6.734583, 1.695073, 7.179753], [-7.281883, 1.019827, 5.607334], [-6.185713, 3.533369, 5.480554], [-6.041653, 2.284440, 4.240567], [-4.003655, 1.152797, 7.494144], [-3.170360, 0.273680, 6.317340], [-1.752530, -6.869006, 6.978274], [-0.711185, -7.880225, 7.497307], [-1.327764, -8.665777, 8.635553], [-2.481554, -7.546733, 9.460093], [-1.958474, -7.064026, 10.720807], [-3.773999, -8.212948, 9.449074], [-2.462382, -6.224784, 8.148115], [-2.415977, -7.210955, 6.179702], [-1.119253, -6.219282, 6.366820], [0.168978, -7.313403, 7.801817], [-0.372783, -8.573805, 6.728361], [-0.601955, -9.018985, 9.370365], [-1.891957, -9.555542, 8.363573], [-1.811363, -5.439667, 8.543679], [-3.451319, -5.786478, 8.058374], [-0.283106, -0.201649, 6.874328], [0.118328, -1.643769, 6.586977], [1.588485, -1.646773, 6.235197], [2.355469, -0.561214, 7.509721], [3.309596, 0.315900, 6.859288], [2.744285, -1.466840, 8.583376], [0.777462, 0.291653, 7.886923], [-1.288813, -0.175628, 7.286890], [-0.237852, 0.457979, 6.004713], [-0.577034, -2.158503, 5.921616], [-0.044841, -2.173196, 7.530646], [1.723188, -1.061150, 5.319996], [2.052154, -2.614330, 6.070343], [0.871225, 1.370871, 7.966363], [0.477201, -0.107224, 8.858621], [-2.867921, 0.055740, 15.782337], [-4.007185, 0.343866, 14.816117], [-4.098485, -0.908790, 13.926445], [-4.037087, -2.285167, 15.094983], [-3.170035, -3.328418, 14.559236], [-5.370685, -2.586922, 15.567649], [-3.147810, -1.329543, 16.369370], [-2.942507, 0.772426, 16.605587], [-1.865393, 0.242457, 15.400124], [-3.739004, 1.187645, 14.180191], [-4.921311, 0.551746, 15.369907], [-3.114613, -1.036878, 13.461217], [-4.810986, -0.958408, 13.108581], [-2.353400, -1.920906, 16.821801], [-3.882315, -1.231964, 17.171834], [-5.278967, -4.629579, -0.530336], [-6.166786, -4.034063, 0.568377], [-5.490560, -4.165607, 1.821992], [-4.488872, -3.064387, 2.362674], [-3.150852, -3.005664, 1.745040], [-4.446165, -3.489971, 3.874970], [-3.445967, -3.018560, 4.781198], [-2.772737, -4.239101, 5.393018], [-5.326038, -1.708394, 2.310974], [-4.973983, -0.696657, 1.336505], [-6.173122, 0.233365, 1.188274], [-4.286175, -4.190405, -0.397867], [-5.208357, -5.713060, -0.486308], [-5.584011, -4.326880, -1.533845], [-6.407932, -2.999764, 0.334222], [-7.041118, -4.681084, 0.589067], [-2.779292, -2.252823, 4.381191], [-3.997940, -2.486862, 5.563990], [-3.580729, -4.921674, 5.665195], [-2.164566, -4.734269, 4.635282], [-2.212002, -4.045531, 6.304838], [-4.084960, -0.195221, 1.716944], [-4.817364, -1.172485, 0.369648], [-6.895509, 0.174038, 2.003788], [-5.958559, 1.284417, 1.001808], [-6.751225, -0.096033, 0.319118], [-0.272772, 0.051863, 12.711097], [0.500033, -1.135461, 13.290230], [0.645256, -1.020862, 14.723523], [1.536144, 0.137703, 15.387047], [0.907523, 1.466988, 15.319698], [1.789945, -0.380523, 16.877709], [0.974106, 0.190247, 17.919584], [1.525460, -0.290025, 19.258073], [2.973820, 0.081341, 14.709177], [3.636114, -1.168273, 14.539263], [4.656115, -1.417579, 15.653035], [-1.253753, 0.057700, 13.188040], [0.227070, 0.999182, 12.879472], [-0.496552, -0.184596, 11.669546], [-0.053699, -2.063832, 13.153212], [1.458355, -1.262628, 12.782029], [1.000437, 1.277995, 17.847272], [-0.075265, -0.080260, 17.771029], [2.139999, 0.471726, 19.736377], [0.723515, -0.634280, 19.906957], [2.223076, -1.109090, 19.079963], [2.938703, -2.004112, 14.450991], [4.208035, -1.183561, 13.608383], [5.378103, -0.606860, 15.694351], [4.130741, -1.462789, 16.610439], [5.077548, -2.418903, 15.562565], [-6.624268, -7.345194, 15.173326], [-7.049941, -5.904128, 14.949497], [-7.564306, -5.629234, 13.644503], [-6.776953, -5.937464, 12.295398], [-5.306981, -6.034193, 12.458219], [-7.514756, -7.264186, 11.843069], [-7.054562, -8.003150, 10.690871], [-7.427509, -9.461148, 10.944077], [-7.341244, -4.855051, 11.268229], [-6.973848, -3.456765, 11.394980], [-8.257908, -2.677144, 11.589627], [-5.663581, -7.545000, 14.707963], [-6.553191, -7.493084, 16.251798], [-7.418485, -7.995511, 14.799779], [-7.711950, -5.522786, 15.721874], [-6.128032, -5.311385, 15.016288], [-7.524092, -7.601829, 9.794325], [-5.969525, -7.921486, 10.621488], [-6.947029, -9.848645, 11.847082], [-8.487448, -9.568161, 11.177823], [-7.101457, -10.129381, 10.148854], [-6.224131, -3.142639, 12.120535], [-6.587276, -3.299908, 10.383793], [-8.016956, -1.612528, 11.624623], [-8.945178, -2.857853, 10.767997], [-8.658866, -2.962361, 12.563343], [-7.486844, 5.707260, 7.708199], [-6.597487, 5.130309, 8.809802], [-6.759040, 3.722829, 8.815190], [-7.682811, 2.921271, 9.822792], [-8.844946, 3.655499, 10.359901], [-8.044467, 1.610985, 8.994772], [-8.803999, 0.517032, 9.500578], [-8.568308, -0.689706, 8.637013], [-6.716407, 2.394310, 10.978327], [-5.650402, 1.500677, 10.645798], [-4.480027, 1.694915, 11.583665], [-7.242738, 5.224524, 6.762084], [-8.549435, 5.584638, 7.927482], [-7.421518, 6.788910, 7.563061], [-5.549726, 5.346792, 8.610169], [-6.885311, 5.633339, 9.735118], [-8.532059, 0.316516, 10.541043], [-9.866553, 0.752082, 9.602326], [-7.541739, -1.038843, 8.776872], [-9.286397, -1.470562, 8.887790], [-8.674601, -0.533166, 7.562262], [-6.040228, 0.493082, 10.479237], [-5.265922, 1.708996, 9.637533], [-3.499750, 1.367402, 11.243270], [-4.465911, 2.713647, 11.970958], [-4.553996, 1.111482, 12.510695]],
  "forces_ev_per_angstrom": [[-0.0980, -0.2200, 0.0475], [0.3221, 0.3765, 0.1368], [-0.0392, -0.0306, 0.3019], [-0.1195, 0.1617, -0.1692], [-0.1590, -0.2536, -0.0956], [-0.3091, 0.9287, -1.0196], [-0.1682, 0.1502, -0.0987], [-0.6212, 0.0250, -0.0613], [0.0597, -0.6017, 0.8261], [0.2003, -0.0592, 0.1658], [0.6747, -0.2176, -0.3090], [-0.1879, -0.5179, 0.2941], [0.8393, 0.4675, -0.3714], [-0.2349, -0.9217, -1.2203], [1.0870, 0.1789, 0.2487], [-0.7967, -1.5766, -0.2477], [0.1654, 0.3985, 0.0460], [-0.2746, 0.3256, 0.2768], [0.1514, 0.4235, 1.3143], [-0.2811, -0.0686, -0.0769], [-0.0393, 0.0691, 0.0700], [0.0751, 0.2642, -0.0507], [-0.4699, 0.2051, 0.5680], [-0.0722, -0.0562, 0.2049], [0.1471, -0.0472, -0.1223], [-0.1645, 0.2442, -0.0947], [-0.1255, 0.0337, -0.7610], [0.5549, -0.0516, -1.6374], [-0.5032, -0.3988, -0.1589], [0.5295, -0.1431, 0.9114], [-0.9726, -0.4264, -1.2596], [0.1235, 0.1568, -0.1530], [0.4388, 0.5193, 0.2178], [1.1264, -0.0043, 1.1631], [-0.2918, -0.7226, 0.5649], [-0.3519, 0.8002, 0.5138], [-0.0375, -0.0959, 0.3304], [-0.0956, 0.1389, -0.1645], [0.0156, 0.2866, 0.0905], [-0.2563, 0.2714, -0.3747], [-0.1061, -0.0235, 0.2240], [-0.1474, -0.3713, -0.2804], [0.8308, 0.3246, -0.1008], [-0.5670, -0.3800, 0.7672], [-0.1737, 1.1366, -0.7774], [-0.4651, -1.5687, -1.1824], [-0.4211, -0.2224, 0.7519], [-0.0899, 1.1341, -0.1039], [-0.5192, -0.4201, 0.6836], [0.1146, 0.1937, 0.2159], [-0.1148, -0.2609, -0.2271], [0.3859, 0.1899, -0.5220], [0.2651, -0.0931, 0.0246], [0.0530, -0.1110, -0.0806], [0.2412, 0.0207, 0.5929], [0.3299, -0.0238, -0.1850], [0.2412, 0.0934, 0.1230], [-0.0638, 0.4567, 1.2521], [0.4452, -0.3201, -0.7824], [1.0809, -0.1088, 0.3906], [-0.1533, 1.1882, -0.2514], [-0.3577, -0.0474, 0.1950], [0.4404, -0.4269, -0.0905], [-0.4553, -0.4079, 0.3941], [0.0337, -0.0389, 0.0415], [-0.0463, -0.5332, -0.4529], [-0.2207, 0.0862, 0.2819], [-0.1499, -0.0127, -0.1822], [-0.0561, 0.1948, -0.2227], [-0.4326, -0.2275, 0.4889], [0.3479, 0.0816, -0.5362], [-0.1810, 0.0416, -0.1584], [0.5915, 0.9108, -0.0244], [0.6499, -1.1460, -1.0875], [-0.2408, 0.1309, 0.4018], [0.8072, -0.2350, -0.1722], [-0.6617, 0.2608, -0.1033], [-0.4079, 0.0675, -0.2715], [-0.2640, 0.3858, 1.4117], [-0.4091, -0.0081, -0.5133], [0.0978, -0.2880, -0.0322], [-0.4475, 0.4301, 0.3999], [-0.8124, -0.1669, -0.5622], [0.1108, -0.2759, -0.0564], [-0.0380, -0.0064, 0.1404], [-0.3404, -0.1012, 0.0743], [-0.2173, 0.0588, 0.2558], [-0.3654, 0.4998, 0.5365], [0.1445, -0.4247, -0.5766], [-0.0128, -0.1250, 0.0537], [0.0347, -0.0641, -0.0135], [0.1668, -0.0196, 0.1242], [0.1527, 0.3671, -0.1391], [0.0467, 0.0093, -0.3298], [0.5505, 0.0217, 0.1070], [0.4092, -0.0269, 0.3214], [0.4319, -0.0670, 0.1498], [-0.0140, 0.0486, -0.0025], [-0.2908, -1.0783, 0.1096], [-0.4529, 0.4829, -0.3095], [0.8863, 0.0132, 0.4696], [-0.4213, 0.6425, -0.1006], [0.3953, -0.4886, 0.0121], [-0.2825, 0.0166, -0.7387], [-0.0848, 0.2970, 0.4129], [0.3004, -0.0954, -0.3479], [-0.6418, -0.1334, -0.1109], [1.3070, -1.0059, 0.0846], [-1.2218, -0.1463, 0.5100], [0.0179, 0.3060, 0.1560], [0.0403, 0.0495, -0.1779], [0.3975, 0.4342, -0.0090], [-0.0714, 0.0576, -0.0257], [0.1679, 0.1203, 0.2900], [0.1341, -0.0534, -0.1097], [0.1202, -0.2996, -0.0205], [-0.2986, 0.1329, 0.1431], [0.1226, 0.1020, 0.1829], [-0.2601, -0.2257, -0.0136], [-0.2044, 0.1618, 0.2543], [-0.3595, 0.5805, -0.1966], [0.2634, -0.2210, -0.0799], [0.0255, 0.2738, 0.0296], [0.4361, 0.2212, -0.3747], [-0.9689, 0.2165, 0.1881], [2.1802, 0.3695, 0.0764], [-0.2938, 0.0983, -0.6259], [-1.2224, -0.0260, 0.4826], [-0.4135, 0.1534, -0.2204], [0.4305, 0.5893, -0.0844], [0.2415, -0.9067, 0.3151], [0.0671, -0.0241, 0.5769], [0.8770, -1.0695, 1.5362], [-0.6588, 0.5210, -1.9439], [0.6238, 0.0560, 0.4533], [-0.0949, -0.1837, -0.1299], [0.1556, -0.1279, -0.0271], [0.2625, -0.2514, -0.0278], [-0.4963, -0.0896, -0.4317], [-0.2318, 0.1674, 0.2956], [-0.0394, 0.0442, 0.0210], [-0.0072, 0.1400, -0.1654], [0.2871, 0.3298, -0.0158], [-0.1188, 0.0362, -0.5114], [-0.2608, 0.1807, -0.2580], [0.1001, -0.8504, 0.2383], [0.3352, 0.6230, 0.3336], [-0.0502, 0.0150, -0.0144], [-0.1590, -0.1104, 0.1715], [-0.3870, 0.0635, -0.1647], [-0.2167, 0.1538, -0.1872], [-0.7012, 1.5867, -0.5923], [-0.0842, -1.3533, 0.1838], [-1.1107, 0.5198, 0.9256], [0.9084, -0.3804, -0.2724], [0.4726, 0.5865, -0.5499], [-0.5678, -0.0362, 0.7120], [0.3335, -0.3371, -0.2610], [-0.2454, 0.0817, 0.0141], [0.9564, -0.0294, -1.5919], [-0.2141, -0.7087, 1.7733], [-0.1318, 0.0253, -0.0564], [0.0885, -0.5296, 0.1007], [0.6205, -0.0466, 0.1857], [0.0397, -0.2323, 0.0074], [0.0898, -0.5604, 0.3174], [0.4127, -0.0669, -0.0512], [0.0246, 0.4127, -0.5530], [-0.0983, -0.2438, 0.0919], [0.1816, -0.0891, 0.1872], [-0.1666, 0.4808, 0.0895], [0.0666, -0.1746, 0.8587], [-0.1716, 0.4632, 0.0244], [-0.1312, 0.3258, -0.7677], [0.1977, 0.2099, -0.5229], [-0.6277, 0.0417, -0.4026]]
}